(1)
{"formula": "C38H47N3O6", "method": "the ωB97M-V functional and the def2-TZVPD basis", "energy_ha": -2091.8732, "lumo_energy_ev": 0.70, "total_charge": 0, "spin_multiplicity": 1, "homo_lumo_gap_ev": 8.007, "homo_energy_ev": -7.3, "species": ["C", "H", "O", "C", "C", "C", "C", "C", "C", "H", "H", "O", "C", "C", "C", "C", "C", "C", "C", "C", "C", "C", "H", "H", "H", "H", "H", "H", "O", "C", "C", "H", "H", "O", "C", "O", "C", "H", "C", "C", "N", "O", "C", "C", "H", "H", "H", "H", "C", "N", "C", "C", "C", "C", "N", "C", "C", "C", "C", "H", "H", "C", "H", "H", "H", "H", "H", "H", "C", "H", "H", "H", "C", "H", "H", "H", "H", "H", "H", "C", "H", "H", "H", "H", "H", "H", "H", "H", "H", "H", "H", "H", "H", "H"], "xyz": [[-3.5514, -4.4309, 0.5738], [-3.8608, -4.7295, 1.5744], [-4.2839, -3.2650, 0.2809], [-4.0352, -2.6286, -0.8990], [-3.1821, -3.0938, -1.8931], [-2.9708, -2.3387, -3.0321], [-3.6039, -1.1150, -3.2091], [-4.4897, -0.6704, -2.2323], [-4.6975, -1.4167, -1.0918], [-5.3757, -1.0740, -0.3261], [-5.0179, 0.2609, -2.3650], [-3.3462, -0.4381, -4.3841], [-3.0374, 0.9419, -4.3153], [-4.2001, 1.8366, -3.9828], [-4.0402, 2.9412, -3.2709], [-2.7019, 3.3875, -2.7606], [-2.6310, 3.4127, -1.2422], [-1.7601, 4.3015, -0.6226], [-1.6449, 4.3285, 0.7553], [-2.3919, 3.4573, 1.5321], [-3.2496, 2.5590, 0.9219], [-3.3703, 2.5371, -0.4582], [-4.0493, 1.8369, -0.9208], [-3.8318, 1.8730, 1.5197], [-2.3073, 3.4827, 2.6090], [-0.9776, 5.0368, 1.2248], [-1.1725, 4.9756, -1.2282], [-2.5048, 4.4032, -3.1300], [-1.6303, 2.6179, -3.2944], [-1.8869, 1.2340, -3.3296], [-0.5983, 0.5282, -3.7485], [-0.8292, -0.4749, -4.1160], [-0.0920, 1.1124, -4.5236], [0.2550, 0.3977, -2.6229], [1.4669, 0.9640, -2.6705], [1.9266, 1.5030, -3.6416], [2.1525, 0.8319, -1.3327], [3.2139, 1.0450, -1.4455], [1.5171, 1.8114, -0.3448], [2.1215, 1.7695, 1.0235], [3.1115, 1.0092, 1.2389], [3.6215, 1.0545, 2.5370], [4.6768, 0.1210, 2.7247], [5.7944, 0.8326, 3.4835], [6.6530, 0.1765, 3.5954], [5.4407, 1.1305, 4.4674], [6.0981, 1.7242, 2.9413], [5.0321, -0.1953, 1.7381], [4.1720, -1.1051, 3.5213], [3.4317, -2.0681, 2.7457], [2.2119, -1.7318, 2.1760], [1.2756, -1.0018, 2.9171], [0.0434, -0.6592, 2.3930], [-0.2361, -1.0720, 1.0877], [0.6321, -1.7842, 0.3907], [1.8150, -2.1193, 0.8825], [2.6835, -2.8523, -0.1131], [4.1307, -2.3630, -0.0968], [4.9533, -3.0482, 0.9957], [5.2763, -4.0352, 0.6566], [5.8500, -2.4617, 1.2068], [4.1325, -3.2368, 2.2769], [3.3863, -4.0196, 2.1205], [4.7929, -3.5778, 3.0819], [4.1210, -1.2825, 0.0581], [4.5968, -2.5518, -1.0660], [2.6457, -3.9323, 0.0525], [2.2380, -2.6688, -1.0927], [-1.5160, -0.7190, 0.3963], [-1.4713, -1.0633, -0.6328], [-2.3661, -1.1857, 0.8928], [-1.6771, 0.3586, 0.4073], [-0.9552, 0.1212, 3.1896], [-1.2006, 1.0539, 2.6829], [-1.8784, -0.4474, 3.3002], [-0.5673, 0.3506, 4.1798], [1.5183, -0.6920, 3.9232], [3.5616, -0.7275, 4.3476], [5.0343, -1.6178, 3.9522], [1.5155, 2.6720, 2.0560], [2.1816, 3.5165, 2.2337], [0.5460, 3.0398, 1.7336], [1.4188, 2.1322, 2.9959], [1.6033, 2.8346, -0.7250], [0.4509, 1.5866, -0.2559], [2.0103, -0.1794, -0.9569], [-2.1720, 0.8687, -2.3298], [-4.8697, 3.5885, -3.0270], [-5.1600, 1.5406, -4.3808], [-2.6953, 1.1778, -5.3336], [-2.3057, -2.6968, -3.8023], [-2.6622, -4.0320, -1.7883], [-3.7811, -5.2382, -0.1290], [-2.4741, -4.2360, 0.5688]], "forces_ev_per_a": [[0.107, -0.167, 0.057], [0.057, -0.024, -0.075], [-0.149, 0.274, -0.079], [-0.044, 0.114, -0.137], [-0.121, -0.161, 0.343], [-0.106, 0.411, -0.214], [0.148, -0.318, 0.108], [0.007, 0.072, -0.164], [0.102, -0.263, 0.128], [-0.083, 0.050, 0.102], [-0.049, 0.003, 0.031], [-0.279, -0.251, 0.053], [0.573, 0.532, 0.070], [0.129, -0.045, -0.117], [0.118, 0.021, -0.068], [0.065, 0.152, 0.126], [0.015, -0.026, -0.143], [-0.044, -0.029, -0.005], [0.061, 0.099, -0.007], [-0.021, -0.027, 0.064], [-0.039, -0.020, 0.076], [-0.010, 0.085, -0.007], [-0.065, -0.070, -0.073], [-0.046, -0.074, 0.067], [0.006, -0.001, 0.087], [0.059, 0.052, 0.040], [0.069, 0.096, -0.083], [-0.082, -0.141, 0.089], [0.023, 0.115, -0.144], [0.179, -0.685, -0.176], [-0.459, 0.299, -0.328], [0.049, 0.108, 0.047], [-0.129, -0.136, 0.051], [-0.297, -0.154, 0.316], [0.539, 0.004, 0.180], [0.017, 0.080, -0.106], [-0.120, 0.210, -0.071], [-0.046, -0.057, -0.079], [0.241, -0.336, -0.181], [-0.155, 0.340, 0.568], [0.531, -0.538, -0.501], [-0.632, 0.583, -0.041], [0.443, -0.362, 0.214], [-0.396, -0.050, -0.273], [0.100, -0.074, 0.045], [0.015, 0.049, 0.168], [0.047, 0.070, -0.019], [-0.075, 0.021, 0.119], [0.029, 0.486, -0.366], [0.245, -0.105, 0.099], [-0.707, 0.036, -0.074], [-0.035, -0.125, -0.186], [0.263, -0.075, -0.035], [-0.066, 0.075, 0.062], [-0.355, -0.043, -0.211], [0.310, -0.076, 0.198], [0.272, 0.110, -0.054], [0.086, -0.217, 0.000], [-0.208, 0.111, 0.121], [0.083, -0.035, -0.005], [0.102, -0.034, 0.019], [0.253, -0.189, -0.153], [0.070, -0.033, 0.031], [-0.105, -0.058, -0.036], [0.030, 0.043, -0.046], [0.007, 0.068, -0.011], [-0.016, -0.067, -0.052], [-0.031, -0.038, 0.104], [0.070, 0.036, 0.099], [-0.028, -0.017, -0.072], [-0.177, -0.001, 0.032], [-0.096, 0.112, -0.023], [0.040, -0.055, -0.063], [-0.086, 0.117, 0.009], [-0.123, 0.030, 0.049], [-0.014, 0.041, 0.065], [0.031, 0.029, 0.097], [0.126, 0.028, 0.069], [-0.042, -0.001, 0.026], [0.210, -0.194, 0.121], [0.005, 0.095, 0.051], [-0.049, 0.009, -0.032], [-0.054, 0.027, 0.101], [-0.090, 0.039, 0.018], [-0.072, 0.094, 0.037], [0.055, -0.040, -0.027], [0.029, 0.042, -0.108], [-0.174, 0.036, -0.018], [-0.172, 0.034, -0.018], [-0.023, -0.027, 0.171], [0.100, -0.014, -0.091], [0.052, -0.094, 0.047], [0.026, 0.027, 0.011], [-0.020, -0.017, -0.017]]}

(2)
{"formula": "C38H48AsN9OS2TeTi", "method": "the ωB97M-V functional and the def2-TZVPD basis", "energy_ha": -6194.1767, "lumo_energy_ev": [-5.08, -5.46], "total_charge": 2, "spin_multiplicity": 3, "homo_lumo_gap_ev": [5.717, 5.937], "homo_energy_ev": [-10.8, -11.4], "s_squared": 2.0237, "species": ["Ti", "C", "C", "N", "N", "C", "N", "S", "C", "C", "C", "C", "C", "N", "H", "H", "H", "H", "H", "H", "H", "H", "H", "H", "C", "O", "C", "C", "C", "C", "C", "C", "C", "N", "C", "C", "N", "C", "C", "C", "C", "N", "C", "C", "N", "C", "C", "C", "C", "H", "H", "H", "H", "H", "H", "H", "H", "H", "H", "H", "H", "H", "H", "C", "C", "C", "C", "C", "N", "H", "H", "H", "H", "H", "H", "H", "H", "H", "C", "As", "C", "C", "S", "H", "H", "H", "H", "H", "H", "H", "H", "H", "C", "Te", "C", "H", "H", "H", "H", "H", "H"], "xyz": [[-0.5128, -1.0079, 0.2727], [-3.5536, -3.9989, 0.3684], [-2.5639, -2.9380, -0.0189], [-1.9177, -2.2205, 0.9093], [-2.2809, -2.3919, 2.2068], [-1.8907, -1.5507, 3.1809], [-2.2747, -1.8345, 4.4367], [-1.0085, -0.1708, 2.8269], [-2.2722, -2.5717, -1.3574], [-2.8996, -3.1188, -2.4990], [-2.6272, -2.6130, -3.7407], [-1.7141, -1.5517, -3.8533], [-1.0985, -1.0851, -2.7146], [-1.3461, -1.5646, -1.4908], [-3.0686, -4.7303, 1.0244], [-3.9324, -4.5325, -0.4973], [-4.4092, -3.5599, 0.8914], [-2.7407, -3.2637, 2.4627], [-2.9324, -2.5665, 4.6471], [-2.0453, -1.1746, 5.1593], [-3.5893, -3.9375, -2.3837], [-3.1016, -3.0248, -4.6158], [-1.4830, -1.1185, -4.8116], [-0.3627, -0.2881, -2.7879], [0.7020, 11.2211, -5.4352], [-0.4142, 10.7173, -4.7297], [-0.3391, 9.5009, -4.1727], [-1.4667, 9.0751, -3.4542], [-1.4892, 7.8454, -2.8465], [-0.3845, 6.9864, -2.9317], [0.7373, 7.4151, -3.6457], [0.7646, 8.6469, -4.2566], [-0.3742, 5.6803, -2.3380], [0.6389, 4.8326, -2.3817], [0.2237, 3.7169, -1.7486], [-1.0973, 3.8811, -1.2938], [-1.4478, 5.1389, -1.6764], [-1.8276, 2.8698, -0.6346], [-3.1384, 2.9670, -0.1569], [-3.7248, 1.8489, 0.4098], [-3.0085, 0.6648, 0.4910], [-1.7470, 0.5467, 0.0803], [-1.1428, 1.6305, -0.4666], [0.2035, 1.4580, -0.8807], [0.7495, 0.2286, -0.6457], [1.9859, 0.0063, -1.1004], [2.7430, 0.9630, -1.7548], [2.2183, 2.2296, -1.9722], [0.9201, 2.4920, -1.5413], [0.4208, 12.2247, -5.7444], [0.9210, 10.6160, -6.3194], [1.5870, 11.2745, -4.7951], [-2.3114, 9.7415, -3.3894], [-2.3748, 7.5580, -2.3002], [1.5848, 6.7529, -3.7118], [1.6462, 8.9446, -4.7999], [-2.3326, 5.5876, -1.5118], [-3.6847, 3.8935, -0.2311], [-4.7318, 1.8806, 0.7921], [-3.4719, -0.2195, 0.9145], [2.3858, -0.9889, -0.9280], [3.7335, 0.7087, -2.0932], [2.7776, 2.9978, -2.4782], [4.1026, 0.3119, 1.9359], [3.2912, -0.6982, 2.7653], [2.7747, -0.0480, 4.0607], [4.1133, -1.9590, 3.0665], [2.1212, -1.0500, 2.0082], [1.1500, -1.2715, 1.4287], [4.9598, 0.6444, 2.5162], [3.4949, 1.1806, 1.6862], [4.4636, -0.1405, 1.0140], [3.6166, 0.2838, 4.6629], [2.1884, -0.7620, 4.6353], [2.1464, 0.8113, 3.8315], [4.9689, -1.6946, 3.6832], [4.4780, -2.4136, 2.1474], [3.5075, -2.6875, 3.6024], [1.4282, -6.3735, 5.0902], [0.1138, -6.0910, 3.6812], [-1.6267, -6.2496, 4.5556], [0.2847, -7.6023, 2.4661], [0.2344, -4.2007, 2.7838], [1.1985, -7.2972, 5.6199], [1.4070, -5.5412, 5.7967], [2.4257, -6.4495, 4.6538], [-1.6399, -7.1290, 5.1963], [-2.4172, -6.3339, 3.8061], [-1.8023, -5.3554, 5.1597], [0.0383, -8.5161, 3.0007], [1.3148, -7.6581, 2.1128], [-0.3739, -7.4883, 1.6044], [2.5754, -4.3084, 0.1420], [0.5788, -3.7099, -0.4276], [1.2511, -3.4554, -2.4737], [2.8575, -5.2001, -0.4103], [2.5884, -4.5176, 1.2066], [3.2855, -3.5179, -0.0828], [2.1180, -2.8008, -2.4991], [0.4523, -3.0164, -3.0634], [1.5217, -4.4157, -2.9001]], "forces_ev_per_a": [[0.481, -1.790, 2.329], [0.252, 0.201, -0.098], [-0.901, -0.504, -0.159], [-0.364, -0.233, 0.045], [-0.911, -0.529, 1.277], [-0.181, -0.027, -0.270], [-0.023, -0.117, -0.154], [-0.020, 0.041, 0.003], [-0.202, -0.002, -0.103], [0.105, -0.073, 0.120], [0.198, 0.159, 0.241], [0.005, -0.005, 0.154], [-0.054, 0.260, -0.689], [-0.809, -0.704, -0.946], [-0.095, -0.058, -0.024], [0.011, -0.020, 0.066], [0.007, -0.069, 0.020], [0.297, 0.256, -0.101], [0.041, 0.011, 0.011], [-0.009, -0.024, -0.002], [-0.095, -0.048, -0.030], [-0.083, -0.042, -0.114], [0.070, 0.074, -0.084], [-0.118, -0.132, 0.028], [0.266, 0.145, -0.180], [-0.297, -0.144, 0.214], [-0.038, -0.367, 0.203], [0.061, 0.257, -0.138], [0.337, -0.166, -0.074], [0.047, 0.788, -0.380], [-0.337, -0.260, 0.281], [0.016, 0.437, -0.206], [0.105, -0.548, 0.188], [0.213, 0.334, -0.212], [-1.264, 0.126, 0.470], [0.969, -0.317, -0.188], [0.052, 0.147, -0.050], [0.311, -0.637, 0.076], [-0.103, -0.570, 0.195], [0.166, 0.521, -0.269], [0.083, -0.330, -0.054], [-1.327, 2.310, -0.352], [-1.000, 0.630, 0.123], [0.941, 0.241, -0.518], [1.503, 1.955, -1.539], [-0.177, -0.275, 0.236], [-0.106, 0.666, -0.202], [0.215, -0.662, 0.108], [-0.532, -0.445, 0.340], [0.057, -0.060, -0.012], [-0.021, 0.013, 0.054], [-0.052, -0.011, -0.017], [-0.104, 0.086, 0.000], [-0.146, 0.009, 0.063], [0.130, -0.039, -0.040], [0.082, 0.035, -0.061], [0.059, 0.051, -0.069], [-0.093, 0.108, -0.008], [-0.104, 0.011, 0.005], [0.141, 0.071, -0.030], [-0.063, 0.104, 0.026], [0.128, -0.023, -0.042], [0.097, 0.137, -0.085], [-0.117, -0.058, 0.012], [0.736, 0.263, 0.550], [-0.013, -0.027, -0.040], [-0.134, 0.000, -0.045], [-1.142, -0.586, -0.809], [2.086, 0.145, 1.173], [0.053, 0.000, 0.055], [0.006, 0.072, -0.015], [0.047, -0.024, -0.057], [0.095, 0.005, 0.020], [-0.040, -0.018, 0.064], [-0.017, 0.055, 0.047], [0.043, 0.069, 0.037], [0.033, -0.045, -0.046], [-0.010, -0.068, 0.028], [-0.083, -0.007, -0.129], [-0.266, -0.092, 0.287], [0.204, -0.060, -0.082], [0.051, 0.201, 0.096], [0.134, -0.074, 0.198], [-0.020, -0.034, -0.035], [-0.092, -0.036, -0.192], [-0.134, 0.043, -0.035], [-0.049, -0.045, 0.017], [0.176, -0.020, 0.003], [0.179, -0.120, -0.101], [-0.014, -0.066, 0.046], [-0.035, 0.058, 0.068], [-0.012, 0.126, 0.158], [-0.227, 0.193, 0.049], [1.130, -0.854, -0.924], [-0.114, -0.006, 0.250], [-0.139, -0.030, -0.108], [-0.125, 0.037, 0.040], [0.006, 0.152, -0.069], [0.046, 0.062, 0.034], [-0.033, -0.046, 0.006], [-0.024, -0.115, 0.075]]}

Results for ΔE to the lowest compared entry with this formula, charge and spin: 2.1, 38.5 (in kcal/mol, following the order of the records).